1.
Formula: C3H5EuFO2
Source: the OMol25 dataset
Level of theory: wB97M-V/def2-TZVPD

The orbital gap (alpha / beta) comes out at 0.2506 / 0.2828 Ha. As for the net charge: 0. Its spin multiplicity is 8.

Geometry (Å):
Eu1 -1.208 -0.161 2.501
F1 0.960 0.208 2.280
O1 -1.426 -1.596 0.682
C1 -0.999 -1.112 -0.414
C2 -0.644 0.300 -0.481
O2 -1.231 0.992 0.552
H1 -1.127 -1.675 -1.353
H2 -0.979 0.701 -1.459
C3 1.315 0.538 -0.395
H3 1.288 1.444 -1.016
H4 1.869 -0.025 -1.159
H5 2.181 0.385 0.262

These are the Löwdin partial charges, in e, on atoms 1 to 5: 1.5151, -0.6633, -0.1886, -0.1730, -0.3942

***

2.
Formula: C8H16O
Source: the OMol25 dataset
Level of theory: wB97M-V/def2-TZVPD

The orbital gap comes out at 0.3763 Ha. For the energy above the lowest of the compared OMol25 structures with the same formula, charge and spin, the calculation gives 12.3 kcal per mole. As for the net charge: 0.

Geometry (Å):
C1 -2.397 -1.554 0.281
C2 -1.721 -0.785 -0.571
C3 -1.292 -1.264 -1.923
C4 -1.405 0.612 -0.152
C5 -0.928 1.545 -1.238
O1 -1.548 0.982 0.991
H1 -2.681 -1.172 1.247
H2 -2.670 -2.572 0.052
H3 -0.213 -1.171 -2.042
H4 -1.770 -0.683 -2.712
H5 -1.565 -2.309 -2.054
H6 -0.765 2.535 -0.820
H7 0.003 1.175 -1.673
H8 -1.677 1.610 -2.017
C6 2.517 0.777 0.156
C7 1.769 -0.297 0.936
C8 1.313 0.210 2.297
H9 2.806 0.418 -0.830
H10 1.897 1.661 0.040
H11 3.421 1.072 0.689
H12 2.418 -1.165 1.069
H13 0.898 -0.622 0.366
H14 0.618 1.036 2.178
H15 0.806 -0.582 2.844
H16 2.163 0.544 2.887

These are the Löwdin partial charges, in e, on atoms 1 to 5: 0.0994, -0.3049, -0.0641, -0.4403, -0.0127

***

3.
Formula: C9H25BIInO11PS2
Source: the OMol25 dataset
Level of theory: wB97M-V/def2-TZVPD

The orbital gap comes out at 0.2360 Ha. As for the net charge: -1.

Geometry (Å):
C1 -1.473 0.733 0.453
C2 -1.808 -0.385 1.130
In1 -0.503 -2.132 1.486
I1 -2.251 -4.351 1.412
B1 0.555 -2.024 3.516
O1 1.820 -2.567 3.659
O2 0.014 -1.401 4.620
C3 -1.101 -2.114 5.156
P1 1.230 -2.551 -0.329
O3 1.833 -3.899 -0.082
O4 2.475 -1.495 -0.371
O5 0.550 -2.612 -1.814
H1 -2.118 1.100 -0.349
H2 -0.553 1.283 0.637
H3 -2.825 -0.449 1.525
H4 1.894 -3.286 3.024
H5 -2.027 -1.758 4.699
H6 -1.006 -3.191 5.024
H7 -1.147 -1.887 6.220
H8 3.257 -2.013 -0.149
H9 0.706 -3.519 -2.110
O6 1.319 2.328 2.130
S1 2.269 2.484 3.184
O7 1.852 2.691 4.536
O8 3.289 3.648 2.774
C4 2.724 4.923 2.423
C5 2.237 5.702 3.630
C6 3.410 1.147 3.138
H10 1.925 4.782 1.693
H11 3.526 5.467 1.926
H12 1.390 5.208 4.103
H13 1.924 6.702 3.327
H14 3.027 5.785 4.376
H15 3.750 1.011 2.115
H16 2.877 0.262 3.483
H17 4.238 1.371 3.805
O9 -3.109 0.341 -7.086
S2 -3.458 -0.456 -5.947
O10 -3.638 0.153 -4.669
O11 -2.429 -1.657 -5.831
C7 -1.017 -1.341 -5.773
C8 -0.585 -0.813 -4.421
C9 -4.876 -1.430 -6.319
H18 -0.768 -0.648 -6.578
H19 -0.506 -2.279 -5.984
H20 -1.032 0.158 -4.212
H21 0.498 -0.701 -4.388
H22 -0.891 -1.492 -3.628
H23 -4.730 -1.914 -7.280
H24 -5.725 -0.753 -6.357
H25 -5.012 -2.161 -5.526

These are the Löwdin partial charges, in e, on atoms 1 to 5: -0.1503, -0.2958, 0.2894, 0.0091, -0.7229

***

4.
Formula: C3H13BCl2CoN3O14
Source: the OMol25 dataset
Level of theory: wB97M-V/def2-TZVPD

The orbital gap (alpha / beta) comes out at 0.3062 / 0.1228 Ha. For the energy above the lowest of the compared OMol25 structures with the same formula, charge and spin, the calculation gives 0.0 kcal per mole. As for the net charge: 0. Its spin multiplicity is 5.

Geometry (Å):
Co1 0.368 0.391 -0.651
Cl1 3.179 1.656 1.407
O1 4.003 0.534 1.752
O2 3.746 2.307 0.247
O3 1.955 1.061 0.915
O4 2.883 2.570 2.452
Cl2 1.761 -1.613 -2.724
O5 1.626 -2.826 -2.030
O6 2.060 -0.530 -1.865
O7 2.811 -1.640 -3.695
O8 0.417 -1.290 -3.285
B1 0.011 1.847 -2.242
H1 0.539 1.781 -3.181
H2 -0.627 1.009 -2.005
H3 0.771 1.854 -1.476
H4 -0.565 2.757 -2.177
C1 -0.890 3.587 1.987
N1 -1.606 2.586 1.158
O9 -0.960 1.673 0.601
O10 -2.838 2.750 1.070
H5 0.194 3.497 2.053
H6 -1.188 3.738 3.025
H7 -1.108 4.539 1.504
C2 1.518 -3.610 1.259
N2 0.354 -2.780 0.880
O11 -0.645 -3.364 0.565
O12 0.553 -1.610 0.706
H8 2.362 -3.642 0.570
H9 1.267 -4.669 1.311
H10 1.787 -3.172 2.221
C3 -3.942 -1.580 -0.329
N3 -2.650 -1.138 0.287
O13 -2.625 -1.038 1.514
O14 -1.674 -0.796 -0.456
H11 -4.678 -0.998 0.226
H12 -4.176 -2.641 -0.245
H13 -3.991 -1.201 -1.349

These are the Löwdin partial charges, in e, on atoms 1 to 5: 0.8140, 0.7133, -0.1570, -0.1253, -0.2178

***

5.
Formula: C4HBaLiO5
Source: the OMol25 dataset
Level of theory: wB97M-V/def2-TZVPD

The orbital gap (alpha / beta) comes out at 0.1629 / 0.1689 Ha. For the energy above the lowest of the compared OMol25 structures with the same formula, charge and spin, the calculation gives 0.0 kcal per mole. As for the net charge: +1. Its spin multiplicity is 2.

Geometry (Å):
O1 -2.231 -0.065 -1.236
O2 -0.155 0.385 -0.404
O3 -0.875 -1.679 -0.647
C1 0.944 2.331 -0.056
C2 -0.136 1.752 -0.801
C3 -1.119 -0.444 -0.791
H1 1.132 3.402 -0.245
Ba1 -3.338 -2.484 -1.752
O4 1.381 -1.949 1.836
C4 1.383 -2.858 2.510
O5 1.697 1.725 0.755
Li1 1.317 -0.115 0.829

These are the Löwdin partial charges, in e, on atoms 1 to 5: -0.2006, -0.1323, -0.2000, -0.3357, 0.0025

***

Listing max |F| for the structures above in their given order: 3.63, 0.63, 1.80, 5.60, 2.74 eV Å⁻¹.
Listing E_tot for the structures above in their given order: -1077.9052, -389.6332, -2836.1357, -3666.6394, -562.0128 a.u..